No. 1
C9H10O2 | the ωB97M-V functional and the def2-TZVPD basis

```
! RIJCOSX wB97M-V def2-TZVPD def2/J DEFGRID3
* xyz 0 1
C 2.06964 -1.54791 -0.31315
C 2.06782 -1.21490 1.05710
C 2.00577 1.08892 -0.84222
C 2.08568 1.36478 0.49106
C 1.32186 -0.26586 -0.70185
C 1.28268 0.06671 0.87297
C 0.04687 -0.05418 -0.00231
C -1.63594 -1.48133 -0.83678
C -1.43983 1.74865 0.48480
O -0.93996 -0.95023 0.32862
O -0.52664 1.11672 -0.43596
H 2.55453 -2.31112 -0.84979
H 2.51104 -1.54184 1.92668
H 2.23145 1.56437 -1.75444
H 2.33291 2.22277 1.10831
H -2.28129 -2.33283 -0.61095
H -0.78343 -1.58394 -1.48167
H -2.26325 -0.56071 -1.23173
H -2.43243 1.84722 -0.02021
H -1.06924 2.66743 0.64078
H -1.55169 1.22953 1.50342
*
```

Properties
SMILES string: COC1(OC)[C@]23C=C[C@]12C=C3
calculated total energy: -499.15752 a.u.
energy above the lowest of the compared OMol25 structures with the same formula, charge and spin: 720.1 kJ/mol
HOMO-LUMO gap: 9.33 eV

Atom charges from the Löwdin analysis, given in e for atoms 1 to 4: C 0.061; C 0.050; C 0.023; C 0.047

***

No. 2
C5H8OS | the ωB97M-V functional and the def2-TZVPD basis

```
! RIJCOSX wB97M-V def2-TZVPD def2/J DEFGRID3
* xyz 0 1
C 0.20893 -0.17185 1.08920
C 1.45248 -0.12106 1.49324
C -0.40567 0.27609 -0.22764
C -1.12069 -0.89365 -0.89288
C 0.52689 1.02578 -1.18461
O -2.21934 -1.39268 -0.42392
S 2.05605 -0.07017 3.10345
H -0.54636 -0.34442 1.91147
H 2.23779 -0.12813 0.63883
H -1.07522 1.03689 0.09911
H -0.59929 -1.66094 -1.58309
H 0.02226 0.93647 -2.21323
H 1.25481 0.31999 -1.24721
H 0.80223 2.00249 -0.89638
H -2.59488 -0.81480 0.33367
*
```

Properties
calculated total energy: -668.58080 a.u.
energy above the lowest of the compared OMol25 structures with the same formula, charge and spin: 414.1 kJ/mol
HOMO-LUMO gap (spin up / spin down): 9.24 / 5.19 eV

Atom charges from the Löwdin analysis, given in e for atoms 1 to 4: C -0.170; C -0.693; C -0.383; C -0.181

***

No. 3
C7H11N2RhS8Sb | the ωB97M-V functional and the def2-TZVPD basis

```
! RIJCOSX wB97M-V def2-TZVPD def2/J DEFGRID3
* xyz 0 6
Rh 0.68158 1.79242 0.41984
S 5.05462 2.31417 2.05676
Sb 3.58148 0.70676 1.54863
S 2.65368 0.90273 -0.68632
S 1.39311 0.94134 2.52454
S -5.13160 5.69622 -1.43037
C -3.87981 4.82556 -0.86764
S -2.41584 5.52145 -0.24496
C -1.57110 4.04996 0.11685
C -2.26874 2.87043 -0.18981
S -1.67937 1.30043 0.05931
S -3.84028 3.08751 -0.87372
S -0.01740 4.11582 0.76577
N 1.71370 -2.03843 -0.13206
C 0.98245 -2.53084 1.07434
C -0.47896 -2.11550 0.99607
N -1.12150 -2.44858 -0.26156
C -0.38276 -1.94574 -1.40162
C 1.06766 -2.40948 -1.42700
H 2.67106 -2.38681 -0.11296
H 1.82939 -0.98510 -0.15024
H 1.46317 -2.08781 1.94567
H 1.09594 -3.61650 1.09436
H -0.54057 -1.03369 1.14399
H -1.02093 -2.57698 1.82034
H -1.33624 -3.43320 -0.34122
H -0.40935 -0.85181 -1.36573
H -0.87128 -2.24817 -2.32687
H 1.64254 -1.92340 -2.21495
H 1.13534 -3.49279 -1.53945
*
```

Properties
calculated total energy: -3919.12854 a.u.
energy above the lowest of the compared OMol25 structures with the same formula, charge and spin: 0.0 kJ/mol
HOMO-LUMO gap (spin up / spin down): 7.09 / 5.51 eV

Atom charges from the Löwdin analysis, given in e for atoms 1 to 4: Rh 0.099; S -0.185; Sb 0.144; S -0.111

***

No. 4
C48H83FO9 | the ωB97M-V functional and the def2-TZVPD basis

```
! RIJCOSX wB97M-V def2-TZVPD def2/J DEFGRID3
* xyz 0 1
C 6.35657 -5.56664 2.41251
C 6.42879 -4.38733 2.50094
C 6.47080 -2.93567 2.66752
C 7.15292 -2.20625 1.54123
C 8.38846 -2.43392 1.09902
F 9.16705 -3.39066 1.62357
C 8.95145 -1.61902 -0.01818
O 9.76100 -2.05602 -0.79570
C 8.42948 -0.23570 -0.06794
C 7.19073 0.05354 0.35329
C 6.63540 1.44626 0.37018
C 5.28097 1.65506 -0.31326
C 4.67396 2.98584 0.17225
C 4.03766 2.87411 1.56107
C 2.53800 2.51514 1.51189
C 1.96086 2.62095 2.91658
C 0.49199 2.25000 3.11617
C -0.54366 3.24652 2.59975
C -0.65522 3.46450 1.08116
C -0.63105 2.19311 0.21193
C -1.92891 1.92558 -0.58106
C -2.87993 1.00998 0.21215
C -3.60659 0.02322 -0.71193
C -4.62059 -0.93719 -0.04056
C -4.72628 -0.86764 1.48201
C -5.71222 -1.92008 2.04529
C -5.01327 -2.91373 2.97679
C -4.23511 -3.96487 2.17457
C 6.38510 -1.11379 0.85367
O 5.18767 -1.21527 0.73342
H 6.29663 -6.62874 2.33024
H 5.46516 -2.53781 2.79075
H 7.01436 -2.72061 3.59273
H 9.09728 0.52730 -0.44718
H 6.51369 1.73060 1.42104
H 7.36699 2.13281 -0.05497
H 5.40887 1.72725 -1.39443
H 4.56736 0.87404 -0.07343
H 3.91327 3.34104 -0.51828
H 5.47562 3.72737 0.23888
H 4.09871 3.85171 2.03065
H 4.56840 2.17845 2.21548
H 2.45601 1.49923 1.11641
H 2.08715 3.21594 0.81024
H 2.17797 3.60585 3.33922
H 2.53389 1.91477 3.52851
H 0.31401 1.23486 2.75619
H 0.33894 2.19407 4.19902
H -0.27482 4.21378 3.03980
H -1.53091 3.01432 3.00275
H 0.07938 4.17760 0.71027
H -1.62642 3.93889 0.91226
H 0.17934 2.30478 -0.51284
H -0.39760 1.29207 0.77393
H -2.41882 2.84841 -0.88894
H -1.64793 1.36316 -1.47551
H -2.32303 0.43454 0.95267
H -3.59090 1.62518 0.77028
H -4.08193 0.60982 -1.49287
H -2.81657 -0.54638 -1.20516
H -5.60516 -0.71252 -0.45088
H -4.32978 -1.95552 -0.30257
H -5.02106 0.14037 1.77570
H -3.75440 -1.03622 1.95072
H -6.14392 -2.45689 1.19671
H -6.52947 -1.43115 2.56685
H -5.75170 -3.40282 3.61521
H -4.29835 -2.37804 3.60369
H -3.88253 -4.77067 2.81635
H -3.37968 -3.50694 1.67792
H -4.88648 -4.37169 1.40074
C -5.30319 -0.27090 -5.53669
C -3.96015 -0.00129 -4.90721
O -3.87461 0.44851 -3.78489
C -2.71868 -0.31908 -5.71007
H -6.09474 -0.00630 -4.83810
H -5.41031 0.31666 -6.44631
H -5.39215 -1.33024 -5.78608
H -2.68414 0.26191 -6.62485
H -2.70112 -1.38238 -5.95857
H -1.84850 -0.08447 -5.09828
C 2.55462 4.14791 -4.26443
C 1.63040 3.96500 -3.08566
O 1.99604 4.18075 -1.95285
C 0.22378 3.50363 -3.37114
H 3.52874 4.48206 -3.91418
H 2.67068 3.20306 -4.79756
H 2.14496 4.89316 -4.94792
H 0.23640 2.53307 -3.87026
H -0.29068 4.22895 -4.00347
H -0.30497 3.40780 -2.42607
C 5.55035 6.89442 4.06544
C 5.89462 5.43734 4.25803
O 5.76459 4.63384 3.36434
C 6.40573 5.03096 5.61926
H 5.19586 7.05194 3.04946
H 4.76854 7.19014 4.76676
H 6.43261 7.51318 4.23658
H 5.65768 5.25324 6.38179
H 7.32224 5.57512 5.85246
H 6.61339 3.96351 5.62455
C -5.32492 -0.17440 -10.22708
C -4.01852 0.08842 -9.52073
O -3.98588 0.55187 -8.40321
C -2.75460 -0.25495 -10.26960
H -6.15222 0.11355 -9.58265
H -5.37277 0.40476 -11.15037
H -5.41270 -1.23471 -10.46874
H -2.70075 0.32077 -11.19465
H -2.74170 -1.31844 -10.51268
H -1.88996 -0.01988 -9.65319
C -8.33065 -2.79153 5.71617
C -8.85193 -2.63490 4.30791
O -8.51063 -1.71197 3.60659
C -9.81688 -3.68707 3.81674
H -7.64890 -1.97516 5.94285
H -9.15908 -2.77404 6.42608
H -7.79872 -3.73916 5.81515
H -10.70482 -3.70580 4.45053
H -9.34296 -4.66963 3.84104
H -10.11240 -3.45916 2.79533
C 10.29941 -8.44694 2.36335
C 9.46519 -8.10396 3.57490
O 8.74049 -8.91931 4.09563
C 9.57913 -6.69372 4.09838
H 10.12740 -9.48448 2.08656
H 10.02560 -7.80232 1.52654
H 11.35821 -8.30683 2.58622
H 9.27271 -5.98638 3.32526
H 10.60888 -6.48291 4.39193
H 8.93179 -6.57476 4.96418
C -7.76044 1.01321 -1.99630
C -8.79891 0.15577 -2.67527
O -8.72307 -0.12394 -3.84948
C -9.93803 -0.33939 -1.81625
H -6.99715 1.29898 -2.71717
H -8.22272 1.91442 -1.59024
H -7.29171 0.45250 -1.18691
H -10.48848 0.50635 -1.40143
H -9.55071 -0.94594 -0.99590
H -10.61216 -0.94268 -2.42005
*
```

Properties
SMILES string: C#CCC1=C(F)C(=O)C=C(CCCCCCCCCCCCCCCCCC)C1=O.CC(C)=O.CC(C)=O.CC(C)=O.CC(C)=O.CC(C)=O.CC(C)=O.CC(C)=O
calculated total energy: -2655.65110 a.u.
HOMO-LUMO gap: 8.22 eV

Atom charges from the Löwdin analysis, given in e for atoms 1 to 4: C 0.118; C -0.128; C -0.122; C -0.064

***

The lowest calculated total energy belongs to which entry?
C7H11N2RhS8Sb

***

The lowest calculated total energy belongs to which entry?
C7H11N2RhS8Sb